ORCA calculation (ωB97M-V/def2-TZVPD) on a cluster of 4 separate species, C4H16NO3 in total at a distorted geometry.

energy relative to the best compared isomer or geometry (same formula, charge and spin): 1.880 eV

Geometry as ORCA input:
```
! RIJCOSX wB97M-V def2-TZVPD def2/J DEFGRID3
* xyz 1 1
C -0.63 -0.70 0.21
C 0.19 -1.73 1.00
C 1.68 -1.54 1.01
C 2.24 -0.35 1.21
N -0.07 -0.33 -1.17
H -1.65 -1.08 0.30
H -0.68 0.27 0.68
H -0.08 -1.60 2.05
H -0.04 -2.76 0.72
H 2.32 -2.40 1.11
H 3.27 0.00 1.38
H 1.64 0.56 1.19
H 0.96 -0.36 -1.13
H -0.37 -0.96 -1.90
H -0.34 0.69 -1.36
H -1.01 2.38 -1.16
H -2.32 1.51 -0.57
O -1.72 1.76 -1.30
H -4.00 0.70 -0.08
H -3.75 1.73 1.16
O -3.53 0.91 0.73
H 3.15 0.87 -1.89
H 2.76 1.73 -0.76
O 2.75 0.79 -1.00
*
```

***

ORCA calculation (ωB97M-V/def2-TZVPD) on a cluster of 4 separate species, C4H16O3 in total at a distorted geometry.

energy relative to the best compared isomer or geometry (same formula, charge and spin): 0.643 eV
SMILES: CCCC.O.O.O

Geometry as ORCA input:
```
! RIJCOSX wB97M-V def2-TZVPD def2/J DEFGRID3
* xyz 0 1
C 0.84 2.25 -0.97
C 1.60 1.52 0.14
C 1.80 0.03 -0.25
C 2.96 -0.62 0.48
H 1.35 2.03 -1.92
H 0.86 3.34 -0.95
H -0.18 1.89 -1.02
H 1.02 1.47 1.05
H 2.58 1.95 0.25
H 0.85 -0.47 -0.04
H 1.93 -0.07 -1.33
H 3.20 -1.59 0.07
H 2.80 -0.73 1.55
H 3.90 -0.08 0.32
O -1.70 0.32 2.68
H -0.82 -0.02 2.91
H -1.72 0.15 1.73
O -2.59 -3.01 -0.91
H -2.28 -3.39 -0.08
H -2.62 -2.05 -0.72
O -1.97 -0.13 -1.22
H -1.91 0.82 -1.06
H -2.56 -0.26 -1.96
*
```

***

For each record above, in turn, the calculated E_tot values are -442.19550; -387.69914 Ha.